Run one
Molecular formula: C2H4NO4
Method: DFT, ωB97M-V/def2-TZVPD

The geometry in XYZ format:
```
11
Properties=species:S:1:pos:R:3:lowdin_charge:R:1
C 1.7889 -0.1428 1.1216 -0.507
C -0.5920 -0.4145 0.4904 -0.369
N -0.0561 0.0696 -1.7231 -0.044
O 1.7369 1.0138 1.5064 0.000
O 2.3381 -1.2293 1.1061 0.002
O -1.1715 0.7145 1.1911 -0.091
O -1.0280 -0.4320 -0.7973 -0.248
H -0.9706 -1.3878 0.9712 0.094
H 0.8584 -0.5388 -1.6590 0.114
H -0.0639 1.1074 -1.6896 0.067
H -0.5756 1.3598 0.9595 -0.018
```

Orbital gap ... 6.61 eV
Total charge ... -1

---

Run two
Molecular formula: C2H4NO4
Method: DFT, ωB97M-V/def2-TZVPD

The geometry in XYZ format:
```
11
Properties=species:S:1:pos:R:3:lowdin_charge:R:1
C 1.5943 -0.0731 -0.1381 -0.838
C -1.7735 -0.0663 0.1469 -0.402
N 0.8521 -1.0065 -0.6252 0.046
O 2.6049 -0.1212 0.5221 -0.041
O 0.9224 1.1767 -0.2200 -0.056
O -1.8767 0.4068 -0.9793 0.008
O -1.1427 0.4196 1.2412 0.032
H -2.3895 -0.8488 0.6014 0.123
H 1.4712 -1.7967 -0.6168 0.007
H 0.1577 0.9298 -0.7894 0.051
H -0.4202 0.9797 0.8572 0.069
```

Orbital gap ... 7.68 eV
Total charge ... -1

---

In order of decreasing stability: run two, run one.

---

Run one
Molecular formula: C4H3I
Method: DFT, ωB97M-V/def2-TZVPD

The geometry in XYZ format:
```
8
Properties=species:S:1:pos:R:3:lowdin_charge:R:1
C -0.1494 -1.2948 -0.5925 0.034
C -0.7995 -0.5184 0.9966 0.112
C 0.6493 -0.2712 -0.3895 -0.153
C -0.4472 0.7232 0.3409 -0.795
I 0.2925 2.3912 1.6067 0.642
H -0.0818 -2.3187 -0.7334 0.050
H 1.4853 0.2505 -0.7533 0.086
H -0.9492 1.0382 -0.4756 0.024
```

Orbital gap ... 8.71 eV

---

Run two
Molecular formula: C4H3I
Method: DFT, ωB97M-V/def2-TZVPD

The geometry in XYZ format:
```
8
Properties=species:S:1:pos:R:3:lowdin_charge:R:1
C 0.7858 1.8656 -0.8128 -0.060
C 1.4000 0.9071 -0.4501 -0.802
I 2.8367 -0.2237 0.4594 0.804
H 0.3961 2.6777 -1.4727 0.053
C -1.4496 -1.5637 0.0540 -0.007
C -1.3544 -1.0899 1.1611 -0.012
H -1.4816 -2.1260 -0.8743 0.028
H -1.1330 -0.4472 1.9356 -0.004
```

Orbital gap ... 9.79 eV
SMILES string ... C#CI.C#C

---

In order of decreasing stability: run two, run one.

---

Run one
Molecular formula: C4H3I
Method: DFT, ωB97M-V/def2-TZVPD

The geometry in XYZ format:
```
8
Properties=species:S:1:pos:R:3:lowdin_charge:R:1
C -0.7791 -0.1643 0.1269 -0.052
C 0.1048 0.8233 0.2283 -0.233
C -1.4922 -1.2706 -0.0947 0.041
C 0.9755 1.7315 0.1927 0.001
I 3.2604 -0.2810 0.0203 0.080
H -2.5314 -1.3475 -0.2715 0.047
H -0.9589 -2.2012 -0.2561 0.069
H 1.4210 2.7098 0.0541 0.047
```

Orbital gap (alpha / beta) ... 8.02 / 6.29 eV

---

Run two
Molecular formula: C4H3I
Method: DFT, ωB97M-V/def2-TZVPD

The geometry in XYZ format:
```
8
Properties=species:S:1:pos:R:3:lowdin_charge:R:1
C 1.6784 0.1970 -0.2307 -0.093
C 2.9024 0.2214 -0.0868 -0.149
C -0.9722 0.4514 -0.2379 0.047
C -1.6868 -0.4527 0.3793 -0.635
I -3.8613 -0.5052 0.2803 0.751
H -0.6230 1.2189 -0.8932 0.027
H 3.9636 0.3104 -0.1181 -0.027
H -1.4012 -1.4412 0.9071 0.079
```

Orbital gap ... 6.71 eV

---

Run three
Molecular formula: C4H3I
Method: DFT, ωB97M-V/def2-TZVPD

The geometry in XYZ format:
```
8
Properties=species:S:1:pos:R:3:lowdin_charge:R:1
C 0.2768 -0.8486 -0.7502 -0.020
C -0.8839 -0.4241 -0.2161 -0.878
C 1.0019 0.4277 -0.3003 -0.182
C -0.2076 0.4230 0.6610 -0.060
I -2.7845 -1.3426 -0.1035 0.772
H 1.9627 0.3710 0.1704 0.078
H 0.9272 1.0342 -1.2970 0.141
H -0.2926 0.3595 1.8357 0.148
```

Orbital gap ... 8.68 eV

---

Run four
Molecular formula: C4H3I
Method: DFT, ωB97M-V/def2-TZVPD

The geometry in XYZ format:
```
8
Properties=species:S:1:pos:R:3:lowdin_charge:R:1
C -0.6878 -0.7534 2.3955 0.162
C -0.2166 -0.1350 1.4591 -0.334
C -0.1948 -0.1001 -2.7100 0.131
C 0.5245 0.0967 0.3505 -0.576
I 1.5791 1.8594 -0.1019 0.765
H -1.1055 -1.4123 3.1043 0.039
H -0.3846 -0.3449 -1.5771 -0.096
H 0.4858 0.7896 -2.9203 -0.091
```

Orbital gap (alpha / beta) ... 6.56 / 6.54 eV

---

In order of decreasing stability: run one, run three, run two, run four.

---

Run one
Molecular formula: C9H16N2O
Method: DFT, ωB97M-V/def2-TZVPD

The geometry in XYZ format:
```
28
Properties=species:S:1:pos:R:3:lowdin_charge:R:1
C 1.1161 -2.0629 -0.4307 -0.183
C -0.9405 -0.8015 -0.8113 -0.030
C 1.8983 0.1258 -0.2832 0.011
C -2.1199 1.3404 -0.5250 -0.035
C -2.0629 -0.3015 1.4671 -0.077
C -3.2203 -1.0430 -0.5958 -0.085
C 3.4787 -1.6847 0.1775 -0.029
C 3.2145 2.1126 -0.2395 -0.133
C -2.0465 -0.1801 -0.0669 -0.600
N -0.1125 -1.6644 -0.5590 0.093
N 2.1591 -1.1935 -0.2274 -0.176
O 3.1698 0.7177 -0.1545 -0.201
H 1.4576 -3.0813 -0.6850 0.125
H -3.0857 1.4224 -1.0777 0.073
H -2.1277 1.9940 0.3691 0.076
H -1.3029 1.5147 -1.3086 0.093
H -1.1602 0.1627 1.9643 0.099
H -2.8552 0.2103 1.9640 0.053
H -2.3423 -1.3593 1.7751 0.099
H -4.1295 -0.7648 0.0206 0.100
H -3.3146 -0.7715 -1.6824 0.090
H -3.1265 -2.1819 -0.5277 0.105
H 3.7739 -1.3285 1.1653 0.089
H 3.0780 -2.7308 0.2274 0.082
H 4.3248 -1.4625 -0.5382 0.111
H 4.1859 2.4607 0.0080 0.065
H 2.4304 2.6527 0.3597 0.097
H 3.0871 2.5342 -1.2604 0.087
```

Orbital gap (alpha / beta) ... 7.79 / 7.79 eV

---

Run two
Molecular formula: C9H16N2O
Method: DFT, ωB97M-V/def2-TZVPD

The geometry in XYZ format:
```
28
Properties=species:S:1:pos:R:3:lowdin_charge:R:1
C 1.3170 0.5320 -0.3058 -0.070
C 2.1895 -0.5556 -0.8761 -0.309
C 2.4974 -1.7608 -0.0535 -0.098
C 3.5930 -0.7708 -0.3356 -0.251
C 4.1444 0.1274 0.7348 -0.250
O 4.3767 1.4751 0.3414 -0.070
H 1.4024 0.4917 0.7980 0.081
H 1.6168 1.5413 -0.6453 0.087
H 0.2634 0.3921 -0.5904 0.055
H 2.0419 -0.7418 -1.9396 0.133
H 2.4360 -2.7349 -0.6089 0.118
H 2.0558 -1.7732 0.9602 0.114
H 4.3417 -1.0857 -1.0535 0.131
H 3.3879 0.2089 1.5328 0.114
H 5.0542 -0.3150 1.1999 0.125
H 4.8606 1.5100 -0.5066 0.099
C -4.0235 -0.5584 -0.6674 -0.214
N -4.3246 -0.7972 0.5524 0.060
C -3.2232 -0.3094 1.3647 -0.200
C -2.3901 0.5168 0.4366 -0.238
C -3.0495 1.5048 -0.4546 -0.100
N -2.8305 0.1412 -0.9530 -0.013
H -4.6679 -0.8050 -1.5122 0.122
H -3.5489 0.2758 2.2533 0.123
H -2.6415 -1.1728 1.7185 0.116
H -1.3164 0.5925 0.6429 0.110
H -4.0894 1.7923 -0.2549 0.119
H -2.4541 2.2594 -0.9808 0.108
```

Orbital gap ... 10.45 eV
SMILES string ... C[C@@H]1C[C@@H]1CO.C1=NC[C@@H]2CN12

---

In order of decreasing stability: run two, run one.

---

Run one
Molecular formula: C9H21NP
Method: DFT, ωB97M-V/def2-TZVPD

The geometry in XYZ format:
```
32
Properties=species:S:1:pos:R:3:lowdin_charge:R:1
C 3.4655 0.4454 -1.0335 -0.088
C 2.1051 -0.1881 -1.3201 -0.211
C 1.1939 -0.2530 -0.1024 -0.271
C 0.4567 -1.6398 0.1402 -0.094
C -0.9490 -1.2595 -0.1694 -0.396
C -2.0611 -2.1844 0.2983 -0.060
C -1.1252 0.2323 0.2323 -0.480
N -1.7664 0.3466 1.6069 0.169
P -2.5672 1.0825 -1.0929 0.917
C 0.2045 0.9030 -0.0923 -0.369
C 0.5400 2.1988 0.6371 -0.026
H 4.2354 -0.1673 -1.4832 0.068
H 3.7452 0.4766 0.0156 0.071
H 3.5076 1.4718 -1.5025 0.095
H 2.3437 -1.1386 -1.6595 0.078
H 1.5378 0.3178 -2.1674 0.137
H 1.8016 -0.1493 0.8559 0.155
H 0.8747 -2.4558 -0.4550 0.134
H 0.5625 -1.9824 1.1215 0.096
H -1.0143 -1.1626 -1.3517 0.176
H -1.7301 -2.5938 1.3070 0.115
H -2.1318 -3.0803 -0.2458 0.078
H -3.0306 -1.6138 0.3436 0.087
H -1.2415 0.4865 2.4248 0.124
H -2.1311 -0.6838 1.6889 0.153
H -2.5807 1.1291 1.7401 0.219
H -2.7682 2.2731 -0.3349 -0.115
H -3.7473 0.5084 -0.5857 -0.131
H 0.1884 1.2683 -1.1697 0.129
H 1.5105 2.4783 0.3508 0.068
H 0.7004 1.9048 1.6410 0.069
H -0.1289 3.0296 0.3619 0.100
```

Orbital gap ... 10.09 eV
SMILES string ... CC[C@@H]1C[C@@H](C)[C@]([NH3+])(P)[C@H]1C
Total charge ... +1

---

Run two
Molecular formula: C9H21NP
Method: DFT, ωB97M-V/def2-TZVPD

The geometry in XYZ format:
```
32
Properties=species:S:1:pos:R:3:lowdin_charge:R:1
C 1.2965 0.0770 0.0425 -0.221
C -2.0278 0.6795 -0.4970 -0.426
C 2.2596 -0.5684 -0.8800 0.020
C -1.8033 0.7529 -2.0276 -0.140
C -0.9043 -2.9483 0.8146 -0.105
C 0.5503 1.5462 1.6325 -0.027
C 2.2336 2.2471 -0.3045 0.018
C 0.2506 -0.7789 0.5464 -0.215
C 0.2852 -2.2515 0.1121 -0.215
N 1.3515 1.3346 0.4469 -0.072
P -3.4239 1.0574 0.3637 0.900
H 3.1531 -0.5586 -0.3355 0.098
H 2.5445 0.0635 -1.8414 0.153
H 2.0523 -1.5019 -1.2430 0.040
H -1.5758 -0.1638 -2.4129 0.044
H -0.9936 1.3872 -2.2329 0.055
H -2.5760 1.1102 -2.5486 0.021
H -0.7237 -3.1647 1.9185 0.111
H -1.1955 -3.7261 0.2207 0.030
H -1.8662 -2.3736 0.7311 0.080
H 0.5811 2.6700 1.8035 0.133
H -0.5505 1.3209 1.6104 0.091
H 0.9049 1.0765 2.4571 0.069
H 1.8559 2.3065 -1.2672 0.078
H 2.3236 3.1152 0.2641 0.076
H 3.3311 2.0168 -0.3681 0.127
H 0.2263 -0.6180 1.5696 0.099
H -0.6901 -0.2099 0.2966 0.046
H 0.1353 -2.1686 -1.0065 0.127
H 1.2427 -2.8387 0.5447 0.169
H -4.7168 1.0606 0.0046 -0.105
H -3.4215 1.3943 1.7297 -0.059
```

Orbital gap ... 8.10 eV
Total charge ... +1

---

In order of decreasing stability: run one, run two.

---

Run one
Molecular formula: C3H4N4O
Method: DFT, ωB97M-V/def2-TZVPD

The geometry in XYZ format:
```
12
Properties=species:S:1:pos:R:3:lowdin_charge:R:1
H 0.7557 1.4037 1.8468 0.035
N 1.6501 0.9866 1.5877 0.125
C 1.3515 0.1949 0.6249 -0.173
N 0.0135 -0.0197 0.2507 0.022
C -1.1937 0.5290 0.6455 -0.126
N -2.1173 0.1540 -0.2019 0.028
N -1.5546 -0.6953 -1.1340 0.079
C -0.2709 -0.6427 -0.8799 -0.495
O 0.6224 -1.2191 -1.6532 0.117
H 2.0763 -0.3066 -0.0869 0.150
H -1.4589 1.1592 1.4246 0.101
H 0.1259 -1.5439 -2.4242 0.139
```

Orbital gap ... 10.16 eV
SMILES string ... [H]/N=C\n1cnnc1O

---

Run two
Molecular formula: C3H4N4O
Method: DFT, ωB97M-V/def2-TZVPD

The geometry in XYZ format:
```
12
Properties=species:S:1:pos:R:3:lowdin_charge:R:1
C -1.5666 -0.3857 -0.7743 -0.077
N -0.3038 0.0690 -0.3538 -0.199
C 0.6097 -0.8879 0.0795 -0.073
N 1.7640 -0.5569 0.6831 0.149
C 1.6560 0.7643 1.0625 -0.537
O 2.5136 1.1952 1.8100 0.067
N 0.8633 1.7422 0.3360 0.106
N -0.1037 1.4362 -0.3372 0.083
H -1.9832 -0.8456 0.1180 0.087
H -2.2901 0.4787 -1.0630 0.128
H -1.3979 -1.0142 -1.6584 0.093
H 0.2387 -1.9953 0.0977 0.171
```

Orbital gap ... 9.56 eV
SMILES string ... Cn1cnc(=O)nn1

---

Run three
Molecular formula: C3H4N4O
Method: DFT, ωB97M-V/def2-TZVPD

The geometry in XYZ format:
```
12
Properties=species:S:1:pos:R:3:lowdin_charge:R:1
C 1.0104 0.6308 -1.9522 -0.095
C 1.8321 1.0440 -0.8134 -0.087
N 0.3033 1.1007 -0.6917 0.004
C -0.2687 0.1856 0.0789 -0.426
N -1.3021 0.4013 0.9363 0.090
N -1.5313 -0.5969 1.5514 0.064
O -0.6899 -1.6573 1.0377 -0.073
N 0.1713 -1.0899 0.2062 0.119
H 1.0899 1.4524 -2.6652 0.111
H 0.8763 -0.3426 -2.2224 0.078
H 2.3541 2.0298 -1.0133 0.132
H 2.2686 0.2504 -0.2957 0.082
```

Orbital gap ... 10.57 eV
SMILES string ... C1CN1c1nnon1

---

Run four
Molecular formula: C3H4N4O
Method: DFT, ωB97M-V/def2-TZVPD

The geometry in XYZ format:
```
12
Properties=species:S:1:pos:R:3:lowdin_charge:R:1
N 2.5478 -0.3541 -0.0925 -0.093
N 1.7550 0.8041 -0.1246 0.039
C 0.5007 0.3625 0.1249 -0.340
C -0.5072 1.2588 0.0751 -0.120
N -1.8191 1.0284 -0.0440 0.143
O -2.0975 -0.4298 0.0103 -0.139
N -1.1278 -1.3731 -0.1294 0.079
C 0.1107 -1.0330 0.0975 -0.079
H 2.3191 -1.0056 0.7680 0.113
H 3.6880 -0.2933 -0.0717 0.154
H -0.1081 2.3344 0.0983 0.153
H 0.7647 -1.8643 0.0709 0.089
```

Orbital gap ... 7.86 eV
SMILES string ... NN=c1cnonc1

---

In order of decreasing stability: run one, run two, run three, run four.

---

Run one
Molecular formula: C3H4N4O
Method: DFT, ωB97M-V/def2-TZVPD

The geometry in XYZ format:
```
12
Properties=species:S:1:pos:R:3:lowdin_charge:R:1
C 2.3991 -0.0053 0.4133 -0.350
C -0.0345 0.1354 -0.2497 -0.429
C -2.0382 0.3225 -0.4747 -0.261
H 3.2655 0.7138 0.9560 0.178
H 1.3984 1.5470 -0.0819 0.091
H -3.1998 0.5204 -0.4738 0.170
H -2.4609 -1.7053 0.0513 0.223
N 1.2749 0.6039 0.0124 0.110
N -0.9417 1.0720 -0.5420 0.133
N -1.7686 -0.8678 -0.2247 -0.027
N -0.3556 -1.1520 -0.1373 0.169
O 2.4614 -1.1845 0.7511 -0.006
```

Orbital gap ... 10.21 eV

---

Run two
Molecular formula: C3H4N4O
Method: DFT, ωB97M-V/def2-TZVPD

The geometry in XYZ format:
```
12
Properties=species:S:1:pos:R:3:lowdin_charge:R:1
C 0.5338 -0.3385 0.0367 -0.344
C -1.2045 1.3641 0.1157 -0.088
C -2.1550 0.3055 0.0238 -0.182
H 3.6101 0.3040 0.9202 0.296
H -1.5798 2.4766 0.0019 0.138
H -3.2264 0.5569 0.1352 0.110
H -0.5436 -2.3071 -0.1766 0.167
N 1.7929 -0.6588 -0.0114 -0.083
N 0.1488 1.1040 -0.1166 0.131
N -1.7893 -0.9265 -0.1257 0.031
N -0.4954 -1.3070 0.1293 0.053
O 2.6369 0.4376 -0.1334 -0.231
```

Orbital gap ... 7.63 eV

---

Run three
Molecular formula: C3H4N4O
Method: DFT, ωB97M-V/def2-TZVPD

The geometry in XYZ format:
```
12
Properties=species:S:1:pos:R:3:lowdin_charge:R:1
C 1.1254 1.1781 0.1652 -0.088
C -0.0660 0.2610 0.2682 -0.178
C -2.3091 0.1313 -0.1133 -0.241
H 3.3728 -1.1592 -0.0391 0.081
H 1.5438 -1.3573 1.1426 0.273
H 1.0196 2.2319 -0.2806 0.127
H -3.3641 0.2564 -0.5153 0.155
N 2.3201 -0.9168 -0.1057 -0.078
N 2.2875 0.5053 -0.2740 -0.082
N -0.4607 -1.0204 0.1023 0.010
N -1.8094 -1.1154 -0.1375 0.014
O -1.4295 1.0545 0.0846 0.006
```

Orbital gap ... 8.36 eV

---

In order of decreasing stability: run one, run three, run two.